Entry 1:
Density functional theory data (wB97M-V/def2-TZVPD) for a 10-piece molecular cluster, H19O10 overall in a non-equilibrium geometry.

```
29
Properties=species:S:1:pos:R:3:forces:R:3
O 0.763626 -2.034189 -2.102790 0.819 -0.925 -4.676
H 0.376917 -2.347848 -1.346413 -0.964 -0.012 3.176
H 0.121904 2.337747 1.514555 0.395 0.333 -0.093
O 0.837659 1.438102 0.084950 7.321 -0.256 -1.508
H 0.016676 1.415633 0.337983 -7.420 -0.559 1.730
H 2.230347 2.129594 -2.108875 -2.126 0.343 0.969
O -1.836130 -0.423153 -4.170428 -1.616 -1.366 -3.259
H 1.220144 0.395165 0.405953 -0.433 0.291 -1.080
H -2.091950 0.201663 -3.569646 -1.195 2.548 2.332
O 1.012903 -1.000463 3.114808 -0.310 0.036 3.977
H -2.851000 2.353407 0.610452 -2.077 -0.915 -2.690
H 1.048342 -1.140081 -2.136971 0.187 0.974 1.305
O -3.389502 2.039750 -0.266153 3.529 0.732 2.276
H -0.397928 2.292776 2.902596 -0.055 -0.717 1.262
H 1.326848 -0.562158 2.377708 0.937 1.089 -2.923
O 0.346151 -3.536627 1.675374 3.139 -6.432 2.724
H 0.431907 -2.858829 1.138111 -0.129 6.321 -4.283
H 1.319343 -3.856292 1.426977 -2.928 0.307 1.407
O -1.888163 0.104273 1.100657 2.161 -2.656 -3.069
H -2.243210 0.418621 0.245002 -0.583 0.088 1.077
H -1.265164 -0.605921 0.618666 -1.430 1.950 2.311
O 1.506366 -0.907537 0.409993 -0.294 0.349 0.332
H 2.461790 -0.919613 0.418657 0.360 -0.289 -0.004
H -2.577460 1.751771 -0.769999 -1.369 0.734 0.166
O -0.530971 2.756447 2.098611 -0.289 0.874 -0.839
H -1.023648 -0.710815 -3.872361 2.837 -1.270 0.969
O 2.967161 1.613788 -1.910802 3.045 3.280 -5.921
H 0.518640 -1.730107 2.805151 -0.617 -1.186 -0.601
H 3.064721 1.032158 -1.271313 -0.899 -3.664 4.934
```
Forces are in eV/Å.

E_HOMO (eV): -6.09
LUMO level (eV): 2.7636
2S+1: 1
Gap between HOMO and LUMO (eV): 8.85
Net charge: -1
ΔE to the lowest compared entry with this formula, charge and spin (kJ/mol): 385.1
Energy (eV): -20782.52575

---

Entry 2:
Density functional theory data (wB97M-V/def2-TZVPD) for CH4FInO as an isolated structure in a non-equilibrium geometry.

```
8
Properties=species:S:1:pos:R:3:forces:R:3
In 2.885249 0.952069 -0.094437 -0.865 -0.777 1.207
F 1.683458 -0.495849 2.182986 0.524 0.861 -1.564
C -0.915464 -0.044629 -0.031699 1.166 0.596 1.247
O 0.188550 -0.026406 -0.899882 0.258 -0.698 1.657
H -1.542839 0.828827 -0.209391 -0.867 0.301 -0.430
H -1.511080 -0.943381 -0.191659 -0.700 -0.537 -0.723
H -0.643457 -0.052746 1.023781 0.600 0.096 -0.228
H -0.144417 -0.217885 -1.779698 -0.116 0.159 -1.167
```
Forces are in eV/Å.

E_HOMO (eV): -21.06
LUMO level (eV): -16.9389
2S+1: 1
Gap between HOMO and LUMO (eV): 4.12
Net charge: +2
ΔE to the lowest compared entry with this formula, charge and spin (kJ/mol): 300.8
Energy (eV): -11012.23929

---

Entry 3:
Density functional theory data (wB97M-V/def2-TZVPD) for a single C22H27N3O2 molecule in a non-equilibrium geometry.

```
54
Properties=species:S:1:pos:R:3:forces:R:3
C 4.470569 -0.863136 6.535048 -0.043 -0.027 0.062
C 3.719455 -1.822499 5.663410 0.023 -0.037 -0.052
C 2.528837 -1.448131 5.054201 0.014 -0.003 -0.012
C 1.819780 -2.338090 4.268663 -0.036 -0.034 0.045
C 2.286782 -3.631613 4.070688 -0.069 -0.166 -0.122
C 1.552844 -4.602144 3.177826 0.000 0.051 0.314
O 1.837711 -4.357367 1.807158 0.033 -0.102 -0.242
C 1.138503 -3.438940 1.094875 0.007 0.211 -0.413
C 1.719981 -3.066905 -0.121714 0.057 -0.208 0.328
C 1.094537 -2.170107 -0.955920 -0.332 0.169 0.078
C -0.136824 -1.610475 -0.605755 0.288 -0.504 0.521
C -0.788231 -0.663014 -1.478433 -0.404 0.648 -0.661
N -1.906296 -0.138125 -1.173828 0.045 -0.462 0.725
N -2.473140 0.732821 -2.020263 0.557 0.161 -0.984
C -3.641136 1.380901 -1.748864 -0.062 0.069 -0.040
O -4.303126 1.231847 -0.751723 -0.163 0.022 0.101
C -4.038875 2.307516 -2.898501 -0.074 0.043 0.056
N -2.874130 2.851841 -3.570989 -0.205 0.061 -0.058
C -2.210428 3.853453 -2.748336 0.349 -0.040 0.107
C -0.880896 4.251504 -3.380203 -0.208 0.234 0.041
C -1.117752 4.807171 -4.780318 0.139 -0.259 -0.007
C -1.890084 3.779437 -5.600335 -0.208 0.237 0.045
C -3.181653 3.397324 -4.882839 0.157 -0.181 -0.307
C -0.719904 -1.993015 0.603227 0.141 0.120 -0.322
C -0.096915 -2.891825 1.442264 0.123 -0.261 0.261
C 3.481048 -4.006464 4.672539 -0.123 -0.011 -0.043
C 4.184528 -3.115727 5.461424 0.014 0.056 0.019
H 4.121127 -0.945566 7.564904 0.038 0.058 0.078
H 4.313794 0.162226 6.208385 0.037 0.080 0.017
H 5.536147 -1.080093 6.523349 0.075 0.040 0.027
H 2.149872 -0.446019 5.195432 -0.026 0.113 0.016
H 0.899806 -2.015452 3.805004 -0.090 0.016 -0.033
H 1.917752 -5.618239 3.354591 -0.122 0.150 0.009
H 0.475977 -4.581983 3.373261 0.107 -0.058 -0.066
H 2.670386 -3.504425 -0.384514 0.106 -0.041 -0.020
H 1.563073 -1.893045 -1.889675 0.047 0.030 -0.102
H -0.274783 -0.415022 -2.418767 -0.078 0.010 0.040
H -2.000242 0.993312 -2.892473 -0.195 -0.015 0.340
H -4.712906 3.082336 -2.499253 0.079 -0.132 0.026
H -4.610184 1.704181 -3.611587 0.004 0.055 0.037
H -2.042882 3.429453 -1.755038 -0.035 0.065 -0.003
H -2.845368 4.749597 -2.630629 -0.026 -0.060 0.023
H -0.386760 4.992779 -2.750609 0.047 -0.025 0.037
H -0.237126 3.371990 -3.441559 0.057 -0.039 0.056
H -0.167384 5.040874 -5.262999 -0.015 0.083 -0.011
H -1.698132 5.730361 -4.712428 0.005 0.079 -0.016
H -2.127693 4.176408 -6.588461 0.010 -0.038 -0.047
H -1.278962 2.884159 -5.728600 -0.004 -0.057 -0.059
H -3.710762 2.632209 -5.457577 -0.041 0.070 0.042
H -3.837058 4.283100 -4.807360 -0.020 -0.043 0.012
H -1.675299 -1.567668 0.866427 -0.110 0.021 0.074
H -0.590767 -3.168350 2.361232 -0.005 -0.013 0.067
H 3.863001 -5.005879 4.521578 0.035 -0.117 -0.026
H 5.110186 -3.427480 5.924064 0.102 -0.020 0.045
```
Forces are in eV/Å.

E_HOMO (eV): -7.83
LUMO level (eV): 0.6680
Structure (SMILES): Cc1ccc(COc2ccc(/C=N/NC(=O)CN3CCCCC3)cc2)cc1
2S+1: 1
Gap between HOMO and LUMO (eV): 8.50
ΔE to the lowest compared entry with this formula, charge and spin (kJ/mol): 263.4
Energy (eV): -31817.00094

---

Entry 4:
Density functional theory data (wB97M-V/def2-TZVPD) for a 2-piece molecular cluster, C5H14 overall in a non-equilibrium geometry.

```
19
Properties=species:S:1:pos:R:3:forces:R:3
C 0.884794 0.159623 -0.693141 1.571 -0.347 0.041
C 0.406841 1.581798 -0.946445 -3.135 -1.166 -1.190
C 1.336570 2.510741 -1.581062 3.957 -0.104 -0.130
H 0.553116 -0.361656 0.215981 0.477 1.100 0.532
H 0.614988 -0.688677 -1.329933 0.042 0.820 -1.150
H 2.003342 0.331630 -0.759257 -0.960 -1.177 0.584
H 0.006513 2.039910 -0.094206 -0.316 0.389 1.814
H -0.490093 1.632731 -1.617201 0.352 -0.568 0.386
H 1.631581 2.049574 -2.574999 -0.767 1.462 0.444
H 2.407654 2.404858 -1.077649 -2.045 0.767 -0.455
H 0.932910 3.562427 -1.475876 0.864 -1.148 -0.894
C -1.048035 -1.726270 2.161556 4.768 -1.656 -1.841
C -1.596773 -2.135770 0.870855 -2.253 3.374 -1.881
H -0.050317 -2.160015 2.218419 0.292 -1.188 0.625
H -0.622450 -0.784342 2.194498 -0.681 2.738 0.431
H -1.586780 -2.117836 2.913386 -1.902 -0.470 2.971
H -1.038512 -2.053283 -0.056768 0.929 -0.551 0.346
H -2.223258 -1.177596 0.701549 -0.612 -2.071 -0.381
H -2.122091 -3.067847 0.930292 -0.581 -0.205 -0.252
```
Forces are in eV/Å.

E_HOMO (eV): -10.50
LUMO level (eV): 1.1003
Structure (SMILES): CCC.CC
2S+1: 1
Gap between HOMO and LUMO (eV): 11.60
ΔE to the lowest compared entry with this formula, charge and spin (kJ/mol): 217.7
Energy (eV): -5409.79329

---

Entry 5:
Density functional theory data (wB97M-V/def2-TZVPD) for a single C2HCl2FO molecule in a non-equilibrium geometry.

```
7
Properties=species:S:1:pos:R:3:forces:R:3
O 1.749592 -0.640286 -0.240107 -2.937 0.234 -0.316
C 0.532362 -0.658697 -0.378560 2.647 -1.439 -1.063
C -0.366453 0.434040 0.200376 0.880 0.185 1.687
F -0.281885 0.050871 1.557838 -0.204 1.041 -0.929
Cl 0.396620 2.088835 -0.037245 -1.071 -1.562 0.280
Cl -2.054751 0.284603 -0.224292 0.406 0.360 -0.299
H 0.024514 -1.559364 -0.878011 0.279 1.181 0.641
```
Forces are in eV/Å.

E_HOMO (eV): -11.06
LUMO level (eV): -0.2829
Structure (SMILES): O=CC(F)(Cl)Cl
2S+1: 1
Gap between HOMO and LUMO (eV): 10.78
ΔE to the lowest compared entry with this formula, charge and spin (kJ/mol): 22.3
Energy (eV): -31898.89487

---

Entry 6:
Density functional theory data (wB97M-V/def2-TZVPD) for C15H27FN5O3PtSi as an isolated structure in a non-equilibrium geometry.

```
53
Properties=species:S:1:pos:R:3:forces:R:3
Pt -0.796401 -0.410644 -0.392050 -0.551 0.445 0.525
N -1.098594 1.617792 0.318528 0.296 -0.286 -0.108
C -2.392729 1.758480 1.007999 -0.023 -0.093 0.159
C -2.204682 2.279691 2.440063 -0.024 -0.123 0.078
C -1.276324 1.448357 3.351064 0.062 -0.122 -0.081
C -1.792034 0.138937 3.999236 -0.120 0.053 0.009
N -2.140141 -1.036470 3.223587 -0.200 0.387 0.161
C -1.297437 -1.852425 2.522013 -0.416 -0.497 -0.531
N 0.037629 -1.732025 2.735958 0.443 -0.262 0.453
N -1.696989 -2.731563 1.656206 -1.066 -0.085 2.566
C -3.173393 0.430889 1.053224 -0.003 0.087 0.073
O -4.208730 0.404711 1.728627 0.009 0.095 -0.131
O -2.679722 -0.564727 0.442105 -0.147 0.035 -0.210
H -0.386344 1.426619 1.017003 0.151 0.248 -0.101
H -0.799155 2.453910 -0.169297 -0.212 -0.005 -0.150
H -3.017712 2.444623 0.432813 0.012 0.072 0.095
H -3.189775 2.350867 2.903574 -0.018 0.006 -0.031
H -1.789771 3.292112 2.385399 -0.003 -0.015 0.004
H -1.056992 2.081371 4.216510 0.076 0.057 -0.015
H -0.303645 1.280854 2.874685 -0.061 -0.061 0.011
H -2.707203 0.398413 4.535137 0.015 -0.011 0.085
H -1.065112 -0.152815 4.765423 0.019 0.052 -0.015
H -3.087816 -1.022359 2.872738 0.041 -0.083 -0.025
H 0.399034 -0.981076 3.290627 0.018 0.142 -0.164
H 0.603007 -2.060724 1.965165 -0.018 0.100 0.008
H -2.666833 -2.569401 1.402531 0.019 -0.160 0.191
H -0.978714 -2.622721 0.493023 0.358 -0.144 -0.983
C -1.334015 -0.878064 -3.436649 0.000 0.018 0.103
Si 0.474691 -0.506285 -3.131464 0.270 -0.078 -0.033
C 1.371962 -2.028156 -3.786839 -0.010 -0.001 0.034
C 0.862594 0.990995 -4.223762 0.010 -0.016 -0.005
N 0.897389 -0.158702 -1.475804 -0.071 -0.072 -0.042
C 2.145522 0.091320 -1.019280 0.000 0.152 -0.002
C 3.290287 0.092973 -1.863438 0.011 -0.064 0.000
C 4.574007 0.356328 -1.424485 -0.004 0.004 0.012
C 4.832176 0.656987 -0.093679 -0.025 -0.002 -0.017
C 3.744797 0.699810 0.769095 0.009 -0.015 0.034
C 2.473705 0.436686 0.315559 0.064 0.059 -0.073
F 1.481759 0.578454 1.255409 0.039 -0.055 0.042
H -1.460682 -1.088375 -4.505505 0.001 0.005 0.009
H -1.988986 -0.049813 -3.162184 -0.004 0.006 -0.015
H -1.637604 -1.750601 -2.856006 -0.003 -0.015 -0.018
H 1.025732 -2.267395 -4.796635 0.002 -0.002 0.002
H 1.107648 -2.859041 -3.127039 0.000 -0.006 -0.006
H 2.459192 -1.949825 -3.807776 -0.002 -0.004 -0.006
H 0.526818 0.801387 -5.247723 0.016 0.004 -0.004
H 1.920183 1.258070 -4.257413 0.001 -0.006 0.017
H 0.312922 1.860051 -3.850946 -0.001 -0.002 -0.003
H 3.146392 -0.137522 -2.909118 -0.011 0.001 0.008
H 5.386154 0.321785 -2.142000 0.000 0.003 0.004
H 5.833040 0.860727 0.261671 -0.002 -0.006 0.001
H 3.862421 0.947674 1.817540 0.000 0.004 -0.003
O -0.541527 -2.350143 -0.373421 1.054 0.252 -1.910
```
Forces are in eV/Å.

E_HOMO (eV): -3.83
LUMO level (eV): 2.6278
2S+1: 1
Gap between HOMO and LUMO (eV): 6.45
Net charge: -1
ΔE to the lowest compared entry with this formula, charge and spin (kJ/mol): 0.0
Energy (eV): -43431.81904